Record 1
ORCA calculation (ωB97M-V with the def2-TZVPD basis set) on C43H49CdN9O5PS3 as an isolated structure.

gap between HOMO and LUMO: 0.2329 Eh
E_LUMO: 0.0797 Ha
HOMO level: -0.15318 Eh
charge: -1
F_max: 0.0135 hartree/bohr
energy above the lowest of the compared OMol25 structures with the same formula, charge and spin: 0.0 kJ/mol

Last column: Mulliken charge in e.
Geometry (Å):
Cd 0.10 0.15 -0.07  4.065
N 2.87 1.12 -3.51  -0.525
C 2.31 0.86 -2.26  0.266
S 1.33 2.12 -1.57  -0.469
N 2.67 -0.28 -1.75  -1.419
N 2.13 -0.60 -0.52  0.490
C 2.75 -1.51 0.12  -1.416
C 2.42 -2.08 1.42  0.486
C 3.40 -2.93 1.95  -0.449
C 3.27 -3.57 3.18  -0.992
C 2.09 -3.37 3.90  -0.569
C 1.10 -2.56 3.39  -0.484
C 1.21 -1.87 2.15  0.295
O 0.25 -1.09 1.79  0.510
H 2.34 1.78 -4.06  0.252
H 3.21 0.30 -3.98  0.265
H 3.65 -1.90 -0.36  0.110
H 4.31 -3.09 1.37  0.349
H 4.06 -4.20 3.56  0.362
H 1.95 -3.86 4.86  0.420
H 0.17 -2.41 3.95  0.082
C -1.53 3.54 1.27  -0.677
C -1.94 3.06 -0.08  -0.071
N -1.68 1.90 -0.61  0.941
C -2.17 1.80 -1.91  -0.859
C -2.81 2.90 -2.36  -0.181
S -2.81 4.11 -1.15  -0.320
C -1.96 0.58 -2.71  -0.555
C -2.86 0.06 -3.58  -0.548
S -2.22 -1.36 -4.30  -0.376
C -0.76 -1.17 -3.37  0.644
N -0.78 -0.13 -2.60  0.121
C 0.38 -2.13 -3.50  -0.765
H -1.56 2.71 1.97  -0.374
H -2.16 4.36 1.60  0.668
H -0.49 3.88 1.22  0.172
H -3.23 3.08 -3.33  0.532
H -3.85 0.42 -3.80  0.533
H 0.84 -2.04 -4.49  0.443
H 0.04 -3.16 -3.38  0.089
H 1.12 -1.92 -2.73  -0.049
C -3.01 0.49 3.87  -1.685
P -2.56 -0.10 2.15  1.963
C -3.00 -1.86 2.45  -1.282
C -4.09 0.49 1.31  0.186
C -4.73 -0.29 0.34  -0.272
C -5.77 0.23 -0.43  -0.612
C -6.18 1.54 -0.25  -0.561
C -5.57 2.32 0.72  -0.700
C -4.55 1.80 1.50  -0.671
H -2.78 1.55 4.00  0.334
H -2.41 -0.07 4.59  0.453
H -4.07 0.32 4.08  0.433
H -4.02 -1.96 2.82  0.467
H -2.29 -2.25 3.19  0.357
H -2.88 -2.45 1.54  0.164
H -4.39 -1.30 0.16  0.123
H -6.26 -0.40 -1.16  0.419
H -6.97 1.96 -0.87  0.380
H -5.88 3.35 0.87  0.390
H -4.09 2.42 2.26  0.300
C 0.70 -5.73 1.45  -1.293
C -0.64 -5.29 0.86  -0.456
C -0.64 -5.13 -0.69  2.524
C -0.25 -6.42 -1.40  -1.051
C -0.24 -6.30 -2.93  -1.319
C -2.06 -4.75 -1.06  -0.260
O -2.92 -5.54 -1.41  -0.738
N -2.34 -3.42 -0.90  0.594
C -1.36 -2.42 -0.72  -1.551
O -1.80 -1.27 -0.49  -0.367
N -0.09 -2.70 -0.87  1.172
C 0.34 -3.98 -1.02  -1.444
O 1.49 -4.26 -1.34  -0.680
H 0.62 -5.74 2.54  0.469
H 1.50 -5.04 1.17  0.142
H 0.97 -6.73 1.11  0.385
H -0.91 -4.32 1.30  -0.176
H -1.42 -6.00 1.11  0.525
H -0.96 -7.20 -1.10  0.395
H 0.75 -6.71 -1.07  0.404
H -1.23 -6.05 -3.30  0.300
H 0.06 -7.25 -3.38  0.452
H 0.47 -5.54 -3.24  0.259
H -3.28 -3.11 -1.09  0.331
C 3.54 2.66 5.38  -1.203
N 2.23 2.49 4.78  0.039
N 2.16 2.71 3.40  0.561
C 1.29 1.77 2.82  -0.174
O 1.00 1.79 1.64  -0.569
C 0.87 0.92 3.91  0.146
C 1.48 1.35 5.03  -0.330
C 1.42 0.80 6.41  -1.876
C 2.34 4.02 2.88  0.154
C 2.56 4.18 1.51  -0.370
C 2.75 5.45 1.00  -0.649
C 2.73 6.57 1.83  -0.426
C 2.47 6.41 3.18  -0.712
C 2.26 5.14 3.71  -0.076
H 3.99 3.57 4.99  0.445
H 4.21 1.82 5.16  0.309
H 3.42 2.76 6.46  0.395
H 0.19 0.09 3.78  0.310
H 0.58 0.11 6.48  0.401
H 1.30 1.59 7.15  0.411
H 2.34 0.24 6.65  0.332
H 2.56 3.32 0.85  0.430
H 2.92 5.57 -0.07  0.436
H 2.92 7.56 1.43  0.382
H 2.40 7.27 3.84  0.372
H 2.00 5.01 4.75  0.459


Record 2
ORCA calculation (ωB97M-V with the def2-TZVPD basis set) on a 8-piece molecular cluster, C43H49F13N2O17S overall at a distorted geometry.

gap between HOMO and LUMO: 0.2138 Eh
E_LUMO: -0.1136 Ha
HOMO level: -0.32749 Eh
charge: 0
F_max: 0.2251 hartree/bohr
SMILES string: O=C=Nc1cc(CCC(F)(F)C(F)(F)C(F)(F)C(F)(F)S(F)(F)(F)(F)F)cc2c1C(=O)NC2=O.O=C1CCCO1.O=C1CCCO1.O=C1CCCO1.O=C1CCCO1.O=C1CCCO1.O=C1CCCO1.O=C1CCCO1

Last column: Mulliken charge in e.
Geometry (Å):
O 7.69 -0.25 3.13  -0.457
C 8.01 -0.99 2.04  0.713
N 8.43 -1.58 0.86  -0.512
C 7.38 -1.21 -0.17  0.072
C 6.00 -2.11 -0.45  -0.680
C 4.87 -1.59 -1.58  1.104
C 3.54 -2.53 -1.73  -0.476
C 2.19 -1.69 -2.26  -1.132
C 1.38 -0.98 -0.98  0.757
F 1.10 -2.13 -0.04  -0.322
F 2.39 -0.01 -0.40  -0.296
C 0.03 -0.25 -1.56  0.926
F 0.53 0.85 -2.47  -0.336
F -0.65 -1.22 -2.44  -0.303
C -0.92 0.49 -0.45  0.368
F -0.89 1.98 -0.68  -0.264
F -0.22 0.33 0.88  -0.308
C -2.40 -0.14 -0.23  0.768
F -2.82 0.30 1.16  -0.261
F -2.40 -1.65 -0.14  -0.230
S -3.75 0.43 -1.37  1.127
F -4.91 -0.13 -0.18  -0.350
F -3.82 2.02 -0.74  -0.272
F -2.72 0.84 -2.66  -0.237
F -3.80 -1.19 -2.02  -0.339
F -5.08 0.83 -2.38  -0.293
C 5.10 -0.21 -2.43  -0.486
C 6.45 0.70 -2.18  0.249
C 7.52 0.16 -1.06  0.169
C 8.66 1.34 -1.09  0.196
O 9.85 1.46 -0.50  -0.564
N 8.13 2.47 -1.99  -0.218
C 6.93 2.12 -2.86  0.258
O 6.39 2.76 -3.91  -0.548
H 5.84 -3.12 0.17  0.269
H 3.78 -3.31 -2.60  0.217
H 3.32 -3.18 -0.78  0.391
H 2.47 -0.90 -3.10  0.384
H 1.53 -2.51 -2.80  0.385
H 4.33 0.22 -3.23  0.191
H 8.84 2.94 -2.61  0.307
O -7.63 0.39 5.68  -0.644
C -7.25 0.74 4.57  0.481
C -8.15 1.14 3.43  -0.054
C -7.21 1.08 2.26  -0.638
C -5.87 1.39 2.88  0.573
O -5.94 0.86 4.20  -0.318
H -8.51 2.16 3.61  -0.164
H -8.98 0.44 3.32  0.351
H -7.48 1.77 1.45  0.395
H -7.20 0.06 1.85  0.283
H -5.69 2.47 2.95  -0.107
H -5.05 0.92 2.34  -0.182
O 0.60 1.55 -6.42  -0.597
C 0.04 2.59 -6.10  0.419
C -1.04 2.71 -5.07  0.292
C -1.60 4.08 -5.36  -0.591
C -0.41 4.81 -5.93  -0.427
O 0.36 3.82 -6.61  -0.359
H -0.59 2.67 -4.07  -0.161
H -1.79 1.94 -5.19  0.196
H -2.03 4.58 -4.49  0.338
H -2.38 4.00 -6.12  0.301
H 0.21 5.26 -5.15  0.250
H -0.71 5.59 -6.64  0.341
O -8.71 4.57 3.40  -0.651
C -8.39 4.86 4.54  0.379
C -9.19 4.55 5.77  -0.270
C -8.55 5.44 6.80  -0.628
C -7.13 5.55 6.30  -0.397
O -7.22 5.47 4.88  -0.181
H -9.08 3.49 6.02  0.196
H -10.25 4.80 5.62  0.365
H -8.63 5.06 7.82  0.346
H -9.02 6.43 6.77  0.269
H -6.51 4.72 6.66  0.284
H -6.67 6.49 6.59  0.301
O 5.22 -3.64 -3.68  -0.549
C 5.86 -4.66 -3.82  0.400
C 6.33 -5.56 -2.71  0.028
C 7.37 -6.40 -3.39  -0.642
C 6.89 -6.44 -4.82  -0.324
O 6.24 -5.18 -5.03  -0.392
H 5.48 -6.16 -2.36  0.227
H 6.75 -4.97 -1.89  0.145
H 7.49 -7.39 -2.95  0.329
H 8.34 -5.89 -3.34  0.332
H 6.16 -7.24 -4.99  0.110
H 7.71 -6.55 -5.53  0.335
O -4.10 5.21 5.92  -0.594
C -3.72 5.56 4.81  0.606
C -4.61 5.96 3.68  0.021
C -3.68 5.90 2.50  -0.400
C -2.34 6.21 3.13  -0.452
O -2.41 5.68 4.45  -0.395
H -4.98 6.98 3.85  0.286
H -5.45 5.26 3.56  -0.054
H -3.94 6.59 1.69  0.384
H -3.66 4.88 2.09  0.036
H -2.15 7.29 3.19  0.243
H -1.52 5.74 2.58  0.358
O 4.90 -8.40 -2.54  -0.584
C 4.13 -9.00 -3.27  0.444
C 2.83 -8.46 -3.79  -0.305
C 2.14 -9.71 -4.27  -0.522
C 3.29 -10.59 -4.66  -0.438
O 4.35 -10.25 -3.76  -0.343
H 3.03 -7.76 -4.60  0.252
H 2.26 -7.97 -2.99  0.307
H 1.44 -9.53 -5.09  0.324
H 1.58 -10.17 -3.44  0.270
H 3.63 -10.41 -5.68  0.264
H 3.05 -11.66 -4.55  0.310
O 2.33 -1.67 3.92  -0.610
C 1.77 -0.63 4.25  0.519
C 0.69 -0.51 5.28  -0.392
C 0.13 0.86 4.98  -0.253
C 1.32 1.59 4.42  -0.419
O 2.09 0.59 3.74  -0.337
H 1.14 -0.56 6.27  0.279
H -0.06 -1.29 5.16  0.273
H -0.30 1.35 5.86  0.327
H -0.65 0.78 4.22  0.048
H 1.94 2.04 5.20  0.295
H 1.02 2.37 3.71  0.295


Record 3
ORCA calculation (ωB97M-V with the def2-TZVPD basis set) on C43H49NO2PS2Ta as an isolated structure at a distorted geometry.

gap between HOMO and LUMO: 0.2214 Eh
E_LUMO: -0.2388 Ha
HOMO level: -0.46029 Eh
charge: +2
F_max: 0.0360 hartree/bohr
energy above the lowest of the compared OMol25 structures with the same formula, charge and spin: 353.0 kJ/mol

Last column: Mulliken charge in e.
Geometry (Å):
Ta -0.32 0.33 0.09  -0.269
C 0.45 -1.31 1.43  3.522
C 1.14 -2.17 0.44  0.121
C 0.44 -3.33 0.34  0.744
C -0.64 -3.35 1.32  0.267
C -0.66 -2.15 1.96  0.028
C -1.44 -1.77 3.19  -1.901
C -1.44 -4.58 1.63  -1.882
C 0.73 -4.49 -0.56  -2.347
C 2.49 -1.92 -0.18  -1.593
C 1.31 -0.74 2.55  -1.855
H -0.85 -1.99 4.09  0.304
H -2.37 -2.34 3.28  0.569
H -1.69 -0.71 3.22  0.219
H -0.82 -5.31 2.16  0.419
H -1.79 -5.08 0.72  0.442
H -2.29 -4.37 2.27  0.399
H 0.85 -5.41 0.00  0.390
H 1.64 -4.32 -1.15  0.475
H -0.10 -4.65 -1.26  0.318
H 3.08 -2.84 -0.18  0.657
H 3.06 -1.19 0.40  0.067
H 2.45 -1.56 -1.21  0.151
H 1.64 -1.58 3.18  0.456
H 0.76 -0.05 3.19  0.373
H 2.20 -0.25 2.20  0.667
O 0.67 -0.27 -1.66  0.416
N 0.60 0.12 -2.93  0.654
C 1.11 -0.71 -3.85  -0.329
C 1.16 -0.32 -5.16  -1.067
C 0.67 0.93 -5.53  -0.534
C 0.11 1.75 -4.56  -1.076
C 0.08 1.32 -3.25  0.783
S -0.70 2.17 -1.96  -0.254
H 1.47 -1.65 -3.46  0.436
H 1.57 -1.00 -5.89  0.568
H 0.71 1.25 -6.56  0.538
H -0.32 2.71 -4.81  0.545
C 5.15 2.15 3.63  -0.726
C 3.84 2.05 4.08  -0.828
C 2.80 1.98 3.16  -0.155
C 3.08 2.01 1.79  0.794
C 4.40 2.12 1.35  -0.944
C 5.43 2.19 2.27  -0.681
P 1.71 2.04 0.64  2.685
C 2.39 2.50 -0.98  0.223
C 2.16 3.73 -1.58  -0.968
C 2.66 4.00 -2.85  -0.635
C 3.39 3.03 -3.53  -0.915
C 3.63 1.79 -2.93  -0.768
C 3.12 1.53 -1.67  -0.400
C 0.69 3.40 1.26  -0.146
C 1.24 4.62 1.56  -0.065
C 0.43 5.66 2.05  -1.059
C -0.91 5.44 2.26  -0.880
C -1.48 4.17 2.00  1.435
C -2.86 3.91 2.27  -1.012
C -3.40 2.68 2.05  -1.075
C -2.59 1.64 1.52  0.633
C -1.26 1.85 1.25  -0.220
C -0.68 3.14 1.49  -0.667
H 5.96 2.21 4.35  0.429
H 3.62 2.04 5.14  0.479
H 1.78 1.93 3.52  0.456
H 4.62 2.16 0.29  0.349
H 6.45 2.28 1.93  0.480
H 1.60 4.50 -1.06  0.458
H 2.48 4.96 -3.30  0.476
H 3.78 3.24 -4.51  0.488
H 4.22 1.04 -3.45  0.510
H 3.32 0.57 -1.21  0.420
H 2.30 4.79 1.43  0.633
H 0.86 6.63 2.27  0.475
H -1.54 6.23 2.65  0.461
H -3.47 4.72 2.66  0.425
H -4.44 2.49 2.26  0.584
H -3.06 0.68 1.33  -0.387
C -2.15 -2.04 -4.12  -0.786
C -3.46 -2.00 -3.34  -0.611
C -3.42 -0.98 -2.20  -0.926
S -2.30 -1.57 -0.88  0.835
O -1.62 0.97 -1.39  -0.401
C -3.54 -2.48 0.09  -0.644
C -4.25 -1.70 1.20  0.153
C -5.31 -0.72 0.72  -1.711
H -2.23 -2.68 -5.00  0.477
H -1.34 -2.43 -3.50  0.094
H -1.88 -1.04 -4.47  0.112
H -3.70 -2.99 -2.96  0.234
H -4.29 -1.72 -4.00  0.506
H -4.40 -0.83 -1.76  0.502
H -3.05 -0.03 -2.55  0.337
H -3.04 -3.34 0.47  -0.249
H -4.26 -2.82 -0.66  0.867
H -3.51 -1.19 1.80  -0.182
H -4.72 -2.44 1.85  0.448
H -4.89 0.09 0.12  0.308
H -5.82 -0.26 1.57  0.411
H -6.08 -1.22 0.12  0.441


Record 4
ORCA calculation (ωB97M-V with the def2-TZVPD basis set) on a 8-piece molecular cluster, C43H49O2PS overall.

gap between HOMO and LUMO: 0.3365 Eh
E_LUMO: 0.0023 Ha
HOMO level: -0.33423 Eh
charge: 0
F_max: 0.0065 hartree/bohr
SMILES string: OOC[PH3]S.c1ccccc1.c1ccccc1.c1ccccc1.c1ccccc1.c1ccccc1.c1ccccc1.c1ccccc1

Last column: Mulliken charge in e.
Geometry (Å):
O -0.72 -2.46 -0.41  -0.347
O -0.57 -1.28 -1.21  -0.221
C 0.70 -0.68 -0.99  -0.799
P 0.46 1.03 -0.23  0.529
S 0.20 3.02 0.86  -0.354
H -0.66 -2.12 0.49  0.290
H 1.23 -0.59 -1.95  0.376
H 1.32 -1.31 -0.34  0.401
H 1.86 1.14 -0.02  0.040
H -0.09 1.55 -1.40  0.097
H -0.46 0.53 0.70  -0.034
H 1.42 3.52 0.64  0.004
C 3.79 5.37 -0.58  -0.141
C 4.96 6.09 -0.76  -0.142
C 4.93 7.31 -1.41  -0.657
C 3.73 7.81 -1.90  -0.334
C 2.56 7.09 -1.72  -0.634
C 2.59 5.87 -1.07  -0.223
H 3.81 4.42 -0.07  0.354
H 5.90 5.70 -0.39  0.262
H 5.84 7.88 -1.55  0.381
H 3.70 8.76 -2.41  0.367
H 1.62 7.47 -2.10  0.383
H 1.67 5.30 -0.93  0.351
C -3.03 -4.49 1.18  -0.462
C -4.09 -5.33 0.84  -0.379
C -4.67 -6.15 1.80  -0.180
C -4.19 -6.13 3.11  -0.739
C -3.14 -5.29 3.45  -0.374
C -2.56 -4.48 2.48  -0.351
H -2.58 -3.86 0.42  0.512
H -4.46 -5.35 -0.18  0.575
H -5.48 -6.80 1.53  0.366
H -4.65 -6.76 3.86  0.377
H -2.77 -5.27 4.46  0.363
H -1.74 -3.83 2.75  0.306
C 4.38 2.63 -6.15  -0.455
C 3.65 2.48 -4.98  -0.382
C 3.67 3.47 -4.01  -0.489
C 4.43 4.62 -4.21  0.323
C 5.16 4.77 -5.38  -0.540
C 5.14 3.77 -6.35  -0.346
H 4.36 1.85 -6.90  0.359
H 3.06 1.58 -4.83  0.368
H 3.10 3.36 -3.10  0.417
H 4.44 5.39 -3.45  0.063
H 5.76 5.66 -5.53  0.368
H 5.71 3.89 -7.26  0.358
C -2.15 -8.77 -3.90  -0.394
C -3.23 -9.58 -3.56  -0.373
C -4.06 -9.22 -2.50  -0.489
C -3.81 -8.06 -1.78  -0.020
C -2.73 -7.25 -2.12  -0.363
C -1.90 -7.61 -3.18  -0.489
H -1.51 -9.04 -4.72  0.353
H -3.43 -10.48 -4.12  0.358
H -4.90 -9.85 -2.23  0.384
H -4.45 -7.78 -0.96  0.293
H -2.53 -6.35 -1.55  0.339
H -1.06 -6.98 -3.44  0.374
C -10.16 -7.93 -1.05  -0.355
C -8.79 -8.03 -1.24  -0.503
C -7.92 -7.36 -0.39  0.154
C -8.42 -6.59 0.65  -0.420
C -9.79 -6.48 0.84  -0.462
C -10.66 -7.16 -0.01  -0.420
H -10.84 -8.45 -1.71  0.360
H -8.40 -8.63 -2.05  0.371
H -6.85 -7.43 -0.55  0.249
H -7.74 -6.06 1.30  0.361
H -10.18 -5.88 1.64  0.360
H -11.73 -7.08 0.13  0.355
C -1.16 4.82 4.00  -0.079
C -1.89 4.65 5.16  -0.495
C -1.88 5.64 6.14  -0.337
C -1.14 6.80 5.95  -0.373
C -0.40 6.97 4.78  -0.436
C -0.41 5.98 3.81  -0.252
H -1.16 4.06 3.23  0.111
H -2.47 3.75 5.31  0.351
H -2.45 5.51 7.05  0.352
H -1.13 7.57 6.71  0.350
H 0.18 7.87 4.64  0.357
H 0.16 6.11 2.90  0.415
C 8.29 4.22 1.40  -0.449
C 7.19 4.54 2.19  -0.136
C 7.38 5.09 3.45  -0.560
C 8.66 5.31 3.93  -0.307
C 9.76 4.99 3.14  -0.413
C 9.57 4.45 1.88  -0.348
H 8.15 3.79 0.42  0.385
H 6.19 4.36 1.82  0.397
H 6.52 5.34 4.06  0.365
H 8.80 5.74 4.91  0.358
H 10.76 5.17 3.52  0.357
H 10.43 4.20 1.27  0.359


Among the records above, which one has the highest E_LUMO? C43H49CdN9O5PS3


Which of these has the lowest HOMO level? C43H49NO2PS2Ta